Density functional theory data (ωB97M-V/def2-TZVPD) for a cluster of 13 separate species, C51H123N5O13 in total in a non-equilibrium geometry.

Each atom is followed by the atoms it is bonded to, with distances in Å.
CARTESIAN COORDINATES (ANGSTROEM)
1 C -6.06665 0.65175 0.23422  O2 1.415, H3 1.096, H4 1.095, H5 1.088
2 O -4.71823 0.42402 0.59585  C1 1.415, H6 0.968
3 H -6.11011 1.52925 -0.42101  C1 1.096
4 H -6.50028 -0.18134 -0.32937  C1 1.095
5 H -6.73494 0.84968 1.06915  C1 1.088
6 H -4.21672 0.47187 -0.23051  O2 0.968
7 C -2.50607 0.36024 -4.89947  O8 1.394, H9 1.092, H10 1.106, H11 1.104
8 O -2.85954 -0.66251 -5.77826  C7 1.394, H12 0.968
9 H -2.24477 1.29852 -5.39223  C7 1.092
10 H -3.35500 0.65938 -4.25738  C7 1.106
11 H -1.81888 0.15641 -4.05999  C7 1.104
12 H -3.53909 -1.15635 -5.29700  O8 0.968
13 C -3.53413 -1.34050 -2.18479  O14 1.437, H15 1.089, H16 1.085, H17 1.096
14 O -4.63322 -1.19751 -3.09887  C13 1.437, H18 0.961
15 H -3.04454 -0.38561 -1.99815  C13 1.089
16 H -3.82312 -1.87951 -1.28837  C13 1.085
17 H -2.74601 -1.86050 -2.74203  C13 1.096
18 H -5.17761 -1.98639 -3.03024  O14 0.961
19 C 2.70228 -4.16938 -3.98207  O20 1.413, H21 1.089, H22 1.099, H23 1.093
20 O 1.65321 -4.84539 -3.32014  C19 1.413, H24 0.966
21 H 3.48782 -3.92275 -3.26975  C19 1.089
22 H 3.19230 -4.89365 -4.64802  C19 1.099
23 H 2.40095 -3.29403 -4.56302  C19 1.093
24 H 0.99197 -5.11086 -3.97224  O20 0.966
25 C 0.04895 -5.21043 -0.41788  O26 1.400, H27 1.102, H28 1.089, H29 1.090
26 O -0.42054 -6.42743 -0.92699  C25 1.400, H30 0.957
27 H 0.29567 -5.25584 0.65483  C25 1.102
28 H 0.96196 -4.84515 -0.88657  C25 1.089
29 H -0.72624 -4.44370 -0.41727  C25 1.090
30 H 0.27596 -7.01412 -1.22150  O26 0.957
31 C -1.32066 -3.58677 -4.35603  O32 1.415, H33 1.095, H34 1.097, H35 1.091
32 O -0.63626 -4.66597 -4.96367  C31 1.415, H36 0.958
33 H -0.73108 -3.06272 -3.59718  C31 1.095
34 H -1.48652 -2.77993 -5.07998  C31 1.097
35 H -2.26094 -3.91469 -3.91117  C31 1.091
36 H -1.23286 -5.39453 -5.13894  O32 0.958
37 O -3.49108 1.42359 -1.85747  H38 0.965, H39 0.964
38 H -3.96250 2.10753 -2.34809  O37 0.965
39 H -2.62963 1.81080 -1.66645  O37 0.964
40 O 1.24046 4.87915 -3.57160  H41 0.965, H42 0.960
41 H 2.17060 5.07898 -3.73125  O40 0.965
42 H 1.17159 3.93941 -3.75420  O40 0.960
43 C 1.88548 6.18322 2.17613  C44 1.535, H54 1.088, H55 1.090, H56 1.100
44 C 2.74860 5.73147 3.36284  C43 1.535, C45 1.550, N49 1.455, C53 1.529
45 C 2.51554 4.20028 3.42599  C44 1.550, C46 1.542, H57 1.090, H58 1.089
46 C 3.51947 3.44503 4.32066  C45 1.542, C47 1.521, H59 1.094, H60 1.087
47 C 4.94361 3.76171 3.88977  C46 1.521, C48 1.564, H61 1.092, H62 1.091
48 C 5.27895 5.28201 3.73525  C47 1.564, N49 1.454, C51 1.543, C52 1.541
49 N 4.16162 5.99541 3.13774  C44 1.455, C48 1.454, O50 1.422
50 O 4.39854 7.37004 2.86218  N49 1.422, H72 0.965
51 C 5.63854 5.84861 5.12496  C48 1.543, H63 1.091, H64 1.093, H65 1.091
52 C 6.46069 5.37890 2.75166  C48 1.541, H66 1.097, H67 1.088, H68 1.089
53 C 2.17428 6.34699 4.63977  C44 1.529, H69 1.092, H70 1.091, H71 1.092
54 H 0.83697 5.94840 2.34717  C43 1.088
55 H 2.31739 5.93442 1.20648  C43 1.090
56 H 1.87865 7.28190 2.12708  C43 1.100
57 H 1.52670 4.01152 3.84368  C45 1.090
58 H 2.57809 3.80294 2.41360  C45 1.089
59 H 3.25409 2.44410 3.96773  C46 1.094
60 H 3.33413 3.58143 5.38348  C46 1.087
61 H 5.14392 3.31147 2.91554  C47 1.092
62 H 5.66140 3.39735 4.62547  C47 1.091
63 H 6.59268 5.50947 5.53013  C51 1.091
64 H 5.68886 6.93853 5.05493  C51 1.093
65 H 4.84909 5.63076 5.84571  C51 1.091
66 H 6.92491 6.36855 2.84119  C52 1.097
67 H 7.26407 4.69170 3.00836  C52 1.088
68 H 6.03445 5.37380 1.74912  C52 1.089
69 H 1.23269 5.86860 4.91567  C53 1.092
70 H 2.03989 7.41819 4.48274  C53 1.091
71 H 2.79455 6.18429 5.52307  C53 1.092
72 H 4.67805 7.33847 1.93957  O50 0.965
73 C 2.70784 1.27745 0.95250  C74 1.500, H84 1.093, H85 1.089, H86 1.091
74 C 2.09745 0.71457 -0.29710  C73 1.500, C75 1.581, N79 1.479, C83 1.558
75 C 3.11515 -0.22675 -1.05738  C74 1.581, C76 1.521, H87 1.090, H88 1.092
76 C 2.54456 -1.42636 -1.79765  C75 1.521, C77 1.513, H89 1.089, H90 1.095
77 C 1.25772 -1.99474 -1.23957  C76 1.513, C78 1.524, H91 1.095, H92 1.096
78 C 0.17824 -0.96898 -0.91635  C77 1.524, N79 1.472, C81 1.533, C82 1.531
79 N 0.81093 0.03161 -0.04135  C74 1.479, C78 1.472, O80 1.418
80 O -0.12463 0.90642 0.56711  N79 1.418, H102 0.972
81 C -0.41518 -0.37471 -2.19841  C78 1.533, H93 1.090, H94 1.092, H95 1.093
82 C -0.93619 -1.64161 -0.10987  C78 1.531, H96 1.089, H97 1.089, H98 1.093
83 C 1.80042 1.89848 -1.26559  C74 1.558, H99 1.085, H100 1.093, H101 1.098
84 H 2.78883 0.45998 1.67372  C73 1.093
85 H 2.05662 2.09766 1.25120  C73 1.089
86 H 3.72091 1.64634 0.78884  C73 1.091
87 H 3.57528 0.43724 -1.78884  C75 1.090
88 H 3.88709 -0.52456 -0.34510  C75 1.092
89 H 3.31254 -2.19593 -1.85731  C76 1.089
90 H 2.35960 -1.08208 -2.82080  C76 1.095
91 H 1.40678 -2.59412 -0.33501  C77 1.095
92 H 0.83564 -2.74332 -1.91912  C77 1.096
93 H 0.31373 -0.18192 -2.98583  C81 1.090
94 H -1.18809 -1.02209 -2.61709  C81 1.092
95 H -0.90021 0.56832 -1.93181  C81 1.093
96 H -0.50979 -2.10152 0.78002  C82 1.089
97 H -1.64677 -0.84957 0.12361  C82 1.089
98 H -1.49905 -2.44178 -0.59722  C82 1.093
99 H 1.34357 1.53578 -2.18076  C83 1.085
100 H 2.66815 2.55271 -1.38359  C83 1.093
101 H 1.16836 2.60264 -0.70935  C83 1.098
102 H -0.49079 1.41134 -0.17845  O80 0.972
103 C -6.86262 -6.03099 2.01398  C104 1.565, H114 1.091, H115 1.085, H116 1.087
104 C -5.70116 -5.95780 0.96708  C103 1.565, C105 1.527, N109 1.467, C113 1.542
105 C -5.97019 -4.91143 -0.11238  C104 1.527, C106 1.529, H117 1.098, H118 1.096
106 C -5.82476 -3.43851 0.27197  C105 1.529, C107 1.540, H119 1.093, H120 1.092
107 C -4.37041 -3.22941 0.73445  C106 1.540, C108 1.541, H121 1.090, H122 1.093
108 C -4.06712 -4.20121 1.89064  C107 1.541, N109 1.464, C111 1.541, C112 1.526
109 N -4.39816 -5.57907 1.52434  C104 1.467, C108 1.464, O110 1.416
110 O -3.83336 -6.54031 2.39702  N109 1.416, H132 0.964
111 C -2.55185 -4.15056 2.16379  C108 1.541, H123 1.088, H124 1.090, H125 1.095
112 C -4.81685 -3.78907 3.15475  C108 1.526, H126 1.093, H127 1.096, H128 1.090
113 C -5.62341 -7.34303 0.29509  C104 1.542, H129 1.091, H130 1.093, H131 1.089
114 H -7.69346 -5.41239 1.67132  C103 1.091
115 H -6.55022 -5.67309 2.98932  C103 1.085
116 H -7.17308 -7.07021 2.08269  C103 1.087
117 H -5.30135 -4.97755 -0.98116  C105 1.098
118 H -6.93892 -5.18140 -0.54819  C105 1.096
119 H -6.49093 -3.14484 1.08673  C106 1.093
120 H -6.12351 -2.88631 -0.62150  C106 1.092
121 H -4.22773 -2.21714 1.11186  C107 1.090
122 H -3.77393 -3.47719 -0.14754  C107 1.093
123 H -2.21303 -3.12556 2.02569  C111 1.088
124 H -2.27412 -4.60425 3.11515  C111 1.090
125 H -1.97231 -4.77387 1.47487  C111 1.095
126 H -4.74210 -4.57890 3.90640  C112 1.093
127 H -4.40694 -2.88605 3.62048  C112 1.096
128 H -5.88455 -3.59871 3.04131  C112 1.090
129 H -5.52348 -8.06123 1.11030  C113 1.091
130 H -4.74205 -7.53959 -0.32011  C113 1.093
131 H -6.50988 -7.47473 -0.32271  C113 1.089
132 H -3.10071 -6.87060 1.86509  O110 0.964
133 C 5.30290 2.60932 -3.68276  C134 1.546, H144 1.087, H145 1.091, H146 1.091
134 C 4.58662 2.08935 -4.95081  C133 1.546, C135 1.513, N139 1.444, C143 1.545
135 C 4.35514 0.59977 -4.82426  C134 1.513, C136 1.524, H147 1.098, H148 1.093
136 C 3.69218 -0.03886 -6.03865  C135 1.524, C137 1.539, H149 1.091, H150 1.091
137 C 2.32609 0.66607 -6.11823  C136 1.539, C138 1.552, H151 1.092, H152 1.098
138 C 2.34728 2.21745 -6.15925  C137 1.552, N139 1.500, C141 1.551, C142 1.525
139 N 3.29849 2.72212 -5.11451  C134 1.444, C138 1.500, O140 1.437
140 O 3.37903 4.15667 -5.13939  N139 1.437, H162 0.973
141 C 2.72901 2.71117 -7.57913  C138 1.551, H153 1.092, H154 1.095, H155 1.089
142 C 0.92160 2.60724 -5.78516  C138 1.525, H156 1.090, H157 1.090, H158 1.090
143 C 5.51399 2.34102 -6.16028  C134 1.545, H159 1.086, H160 1.097, H161 1.095
144 H 5.77723 3.57228 -3.85366  C133 1.087
145 H 6.08770 1.92230 -3.36348  C133 1.091
146 H 4.53884 2.61390 -2.90403  C133 1.091
147 H 5.32674 0.10630 -4.69239  C135 1.098
148 H 3.81691 0.21295 -3.95497  C135 1.093
149 H 3.51071 -1.10889 -5.92650  C136 1.091
150 H 4.22814 0.06874 -6.98335  C136 1.091
151 H 1.67692 0.20000 -5.37463  C137 1.092
152 H 1.87789 0.35258 -7.07054  C137 1.098
153 H 3.05984 1.85491 -8.17142  C141 1.092
154 H 1.91674 3.10556 -8.19806  C141 1.095
155 H 3.49800 3.47835 -7.66109  C141 1.089
156 H 0.28165 2.11649 -6.51912  C142 1.090
157 H 0.74154 2.25224 -4.77045  C142 1.090
158 H 0.75332 3.68353 -5.82224  C142 1.090
159 H 5.14905 2.01044 -7.12851  C143 1.086
160 H 6.50419 1.86866 -6.16552  C143 1.097
161 H 5.77214 3.40037 -6.25937  C143 1.095
162 H 3.47916 4.27137 -6.10007  O140 0.973
163 C -3.59808 1.49974 5.27958  C164 1.538, H174 1.086, H175 1.098, H176 1.091
164 C -2.56089 0.36410 5.24235  C163 1.538, C165 1.532, N169 1.448, C173 1.547
165 C -2.34637 -0.01793 3.77464  C164 1.532, C166 1.504, H177 1.090, H178 1.097
166 C -1.21801 -1.00182 3.63125  C165 1.504, C167 1.550, H179 1.092, H180 1.093
167 C 0.07778 -0.39863 4.23079  C166 1.550, C168 1.538, H181 1.091, H182 1.093
168 C -0.05129 0.04842 5.69663  C167 1.538, N169 1.464, C171 1.540, C172 1.537
169 N -1.30846 0.78679 5.83261  C164 1.448, C168 1.464, O170 1.429
170 O -1.51540 1.19863 7.18524  N169 1.429, H192 0.963
171 C 0.13722 -1.16094 6.63166  C168 1.540, H183 1.088, H184 1.093, H185 1.093
172 C 1.12916 0.99708 5.95863  C168 1.537, H186 1.093, H187 1.089, H188 1.093
173 C -3.25433 -0.82661 5.94615  C164 1.547, H189 1.096, H190 1.091, H191 1.091
174 H -4.48167 1.26620 4.69314  C163 1.086
175 H -3.14082 2.41617 4.88428  C163 1.098
176 H -3.84375 1.81153 6.29632  C163 1.091
177 H -3.23149 -0.38661 3.25559  C165 1.090
178 H -1.98015 0.90213 3.30249  C165 1.097
179 H -0.91738 -1.18713 2.59757  C166 1.092
180 H -1.46954 -1.99714 4.00692  C166 1.093
181 H 0.47692 0.39659 3.59956  C167 1.091
182 H 0.79369 -1.22271 4.17877  C167 1.093
183 H 0.91968 -1.85517 6.33076  C171 1.088
184 H 0.38364 -0.85951 7.65299  C171 1.093
185 H -0.81626 -1.68310 6.74385  C171 1.093
186 H 0.98099 1.96471 5.47169  C172 1.093
187 H 1.32046 1.10362 7.02576  C172 1.089
188 H 2.05071 0.62958 5.49899  C172 1.093
189 H -4.23828 -0.94362 5.47891  C173 1.096
190 H -3.48720 -0.63794 6.99560  C173 1.091
191 H -2.78011 -1.80410 5.84601  C173 1.091
192 H -1.47865 2.15611 7.08638  O170 0.963

Results
Frontier orbital gap in eV: 8.081
HOMO level in eV: -8.0
Strongest force on any atom in eV Å⁻¹: 2.9
Molar mass in g mol⁻¹: 1014.567
E_tot in Eh: -3268.4686